No. 1
{"formula": "C2H4NO2S", "method": "ωB97M-V/def2-TZVPD", "homo_lumo_gap_ev": 7.29, "spin_multiplicity": 1, "e_homo_ev": -3.2325, "total_charge": -1, "de_lowest_kcal_mol": 48.82, "total_energy_ha": -682.01031, "species": ["C", "C", "N", "O", "O", "S", "H", "H", "H", "H"], "positions_angstrom": [[-1.26592, -0.30825, -0.02139], [0.09316, 0.71678, -0.25628], [-1.94052, -0.35005, 0.98856], [2.13838, -1.00484, -0.84194], [2.56930, 1.00836, 0.38534], [1.70523, -0.20697, 0.33018], [-1.21067, -1.17021, -0.68184], [0.33769, 0.85570, -1.42129], [0.16082, 1.63109, 0.33633], [-2.58747, -1.17161, 1.18234]], "atomic_forces_ev_per_a": [[5.2905, 0.9828, -2.8026], [-1.5739, -2.2182, -1.8663], [-3.0977, 0.0699, 4.0847], [-0.6041, -0.7222, -0.2738], [-0.0817, 0.2326, 0.6103], [0.2524, 0.7909, -0.3962], [-0.0577, 0.0152, -0.7571], [-0.7569, -0.1492, 2.6089], [-0.5875, -0.1201, -0.1939], [1.2165, 1.1183, -1.0139]], "nbo_charge": [0.15, -0.72, -0.68, -1.06, -1.07, 1.48, 0.13, 0.21, 0.22, 0.33]}

=====

No. 2
{"formula": "C18H19N3OS", "method": "ωB97M-V/def2-TZVPD", "homo_lumo_gap_ev": 8.16, "smiles": "CC[C@@H](Sc1nccn1C)C(=O)Nc1cccc2ccccc12", "spin_multiplicity": 1, "e_homo_ev": -7.6381, "de_lowest_kcal_mol": 11.73, "total_energy_ha": -1335.05219, "species": ["C", "H", "H", "C", "C", "H", "C", "O", "N", "C", "C", "C", "C", "C", "C", "C", "C", "C", "C", "H", "H", "H", "H", "H", "H", "H", "H", "S", "C", "N", "C", "C", "N", "C", "H", "H", "H", "H", "H", "H", "H", "H"], "positions_angstrom": [[-1.09252, 3.60127, -2.05918], [-0.50886, 3.23775, -2.90249], [-2.07967, 3.88078, -2.42074], [-1.19770, 2.53273, -0.97813], [-1.89729, 1.27345, -1.47783], [-2.83958, 1.54596, -1.96463], [-2.26610, 0.30136, -0.34892], [-3.43436, 0.08185, -0.10569], [-1.20510, -0.19590, 0.31778], [-1.23672, -1.09151, 1.39438], [-2.30077, -1.94048, 1.59148], [-2.29810, -2.86002, 2.64632], [-1.23235, -2.94019, 3.49636], [-0.12781, -2.07797, 3.33797], [0.97251, -2.13642, 4.21916], [2.02951, -1.28220, 4.08513], [2.02317, -0.32178, 3.06447], [0.97607, -0.24330, 2.18751], [-0.12214, -1.12439, 2.28387], [0.99306, 0.51522, 1.42144], [2.85325, 0.36485, 2.97812], [2.86719, -1.33345, 4.76541], [0.95781, -2.87267, 5.01038], [-1.22034, -3.65662, 4.30498], [-3.14880, -3.51354, 2.77065], [-3.14664, -1.89744, 0.92622], [-0.27257, 0.07318, -0.01904], [-1.00911, 0.43944, -2.85254], [0.65243, 0.36000, -2.32991], [1.10371, 0.42651, -1.09642], [2.45613, 0.30517, -1.18718], [2.81781, 0.16061, -2.49154], [1.65966, 0.20394, -3.22278], [1.53379, 0.05942, -4.64381], [0.66045, 0.61576, -4.98512], [2.42876, 0.44596, -5.12962], [1.40339, -0.99068, -4.91644], [3.77431, 0.03556, -2.95392], [3.06370, 0.32860, -0.30600], [-1.78311, 2.91619, -0.13838], [-0.20153, 2.28436, -0.60860], [-0.60553, 4.48863, -1.66273]], "atomic_forces_ev_per_a": [[0.0518, -0.1074, 0.1811], [0.0386, 0.0386, -0.0843], [-0.0917, 0.0701, -0.0818], [0.0105, 0.2077, -0.1110], [0.2767, -0.0963, -0.0160], [0.0954, -0.1167, 0.1053], [-0.0292, 0.3134, -0.3676], [-0.2751, -0.0556, 0.0436], [0.4203, -0.0014, 0.2455], [-0.4425, -0.3164, 0.1204], [0.0637, 0.2227, -0.2357], [0.2521, -0.1162, 0.2897], [-0.2374, -0.1097, -0.0275], [-0.0488, 0.1445, -0.2367], [0.1980, 0.0798, 0.0600], [-0.0659, -0.2210, 0.1715], [-0.0576, 0.1541, -0.2254], [0.2081, 0.1245, 0.0353], [-0.1073, -0.2130, 0.2043], [-0.0045, 0.0785, -0.0738], [0.0359, 0.0759, -0.0313], [0.0398, -0.0292, 0.0661], [0.0035, -0.0630, 0.0717], [-0.0056, -0.0682, 0.0777], [-0.0539, -0.0612, 0.0306], [0.0010, 0.0398, -0.0418], [-0.2028, 0.0108, -0.0163], [-0.3861, -0.1529, -0.1895], [-0.1711, 0.1322, 0.1589], [-0.2198, -0.0419, -0.1912], [0.2589, -0.0221, -0.2712], [0.3113, -0.0103, 0.3140], [-0.1306, 0.1417, 0.4471], [-0.0880, -0.1740, -0.4942], [0.1039, 0.0194, -0.0308], [-0.0748, 0.0094, 0.0179], [0.0185, 0.0678, -0.0222], [0.1912, -0.0415, -0.1286], [0.2454, -0.0253, 0.1258], [0.0141, -0.0419, 0.0431], [-0.1690, 0.0455, 0.0814], [0.0232, 0.1086, -0.0141]], "nbo_charge": [-0.61, 0.21, 0.20, -0.42, -0.39, 0.26, 0.67, -0.61, -0.68, 0.25, -0.26, -0.19, -0.23, 0.04, -0.21, -0.22, -0.21, -0.20, -0.12, 0.22, 0.21, 0.21, 0.21, 0.21, 0.21, 0.25, 0.45, 0.25, 0.21, -0.55, -0.07, -0.10, -0.35, -0.41, 0.23, 0.22, 0.21, 0.22, 0.22, 0.22, 0.23, 0.22]}

=====

In order of appearance, F_max = 6.07, 0.56 eV/A.
In order of appearance, LUMO level = 4.0539, 0.5256 eV.